# 1
{
  "formula": "C6H9N",
  "method": "wB97M-V/def2-TZVPD",
  "species": ["H", "H", "C", "C", "C", "C", "H", "H", "C", "H", "H", "H", "H", "N", "C", "H"],
  "coordinates": [[-0.54, -1.34, -1.54], [0.58, -0.31, 2.02], [0.89, 0.21, 1.11], [0.19, 0.76, -1.23], [-0.27, 0.28, 0.10], [0.14, -0.73, -0.95], [-2.01, -0.41, 1.20], [1.15, 1.26, -1.28], [-1.70, 0.44, 0.58], [1.73, -2.33, -0.60], [-1.82, 1.36, 1.17], [1.32, 1.18, 1.38], [-2.39, 0.50, -0.27], [1.91, -0.70, 0.59], [1.38, -1.32, -0.38], [-0.57, 1.15, -1.91]],
  "lowdin_charge": [0.1338, 0.1210, -0.1696, -0.0509, -0.4309, -0.1718, 0.0819, 0.1152, -0.0311, 0.1080, 0.0812, 0.1171, 0.0816, 0.0476, -0.1411, 0.1080],
  "multiplicity": 1,
  "relative_energy_kj_mol": 150.3,
  "energy_ev": -7856.6015,
  "smiles": "C[C@@]12CN=C[C@@H]1C2"
}



# 2
{
  "formula": "C22H38Cl2F8IN2O3",
  "method": "wB97M-V/def2-TZVPD",
  "species": ["C", "H", "C", "H", "H", "H", "H", "C", "O", "H", "H", "H", "H", "H", "N", "H", "O", "H", "C", "C", "C", "F", "C", "C", "H", "H", "C", "F", "H", "C", "H", "F", "H", "H", "H", "C", "C", "Cl", "F", "H", "H", "F", "C", "C", "N", "F", "O", "Cl", "C", "H", "F", "C", "C", "H", "H", "F", "H", "H", "H", "C", "H", "H", "C", "H", "H", "I", "H", "C", "C", "C", "H", "H", "H", "H", "H", "H"],
  "coordinates": [[-1.59, 3.47, -0.48], [0.39, 3.42, -1.36], [-5.07, 0.32, -1.20], [-2.48, 2.84, -0.45], [-5.03, 0.57, 1.63], [2.07, -2.87, -1.74], [-7.63, 2.51, -0.21], [1.13, -1.12, -0.19], [3.63, 2.11, 1.83], [6.03, -0.95, -3.29], [-1.21, 0.86, -1.02], [3.09, 0.33, 0.94], [-0.27, 1.84, 1.07], [2.13, 1.80, -0.51], [1.72, 1.82, 0.43], [6.23, 1.86, -0.14], [4.54, 1.02, -1.03], [-1.45, 0.87, 2.31], [4.43, 2.59, 0.75], [1.82, -2.35, 0.37], [-4.28, -0.13, 1.26], [-7.42, -0.02, -1.23], [-6.82, 1.83, 0.08], [-1.03, -0.81, 1.03], [1.49, -4.18, -0.74], [0.40, -0.61, 2.94], [5.48, -0.79, -2.37], [-5.72, -1.57, 0.10], [5.33, 0.67, 0.84], [2.67, 1.21, 1.43], [2.73, -2.07, 0.89], [-7.24, 1.06, 1.12], [4.49, -1.23, -2.49], [-1.85, 4.44, -0.89], [-1.47, -0.82, 0.04], [-6.49, 0.94, -1.13], [-1.98, 0.00, 1.93], [0.88, -6.77, -0.81], [-6.59, 1.75, -2.23], [3.18, -3.72, -0.65], [-0.64, -8.05, 0.45], [-4.13, 1.31, -1.24], [5.25, 1.47, 0.11], [-0.50, -6.99, 0.27], [1.07, -0.40, 2.21], [-3.63, -1.41, -0.59], [-3.05, 0.54, 1.17], [-0.25, -6.17, 1.83], [-4.70, -0.70, -0.09], [-1.38, -6.56, -0.20], [-5.02, -0.35, -2.39], [-0.25, 1.36, -0.98], [0.33, 1.20, 0.43], [0.44, 0.94, -1.71], [-1.23, 3.65, 0.53], [-5.74, 2.55, 0.47], [1.63, 2.81, 0.69], [5.05, 3.39, 1.13], [1.19, -2.87, 1.09], [5.32, 0.70, -2.18], [1.86, -0.51, -0.72], [1.29, 1.58, 3.04], [1.87, 0.75, 2.61], [-0.99, -1.86, 1.33], [-2.32, -0.55, 2.81], [-1.20, 2.81, -3.39], [6.28, 1.21, -2.17], [0.38, -0.26, 0.91], [2.18, -3.34, -0.77], [-0.51, 2.83, -1.34], [0.36, -1.48, -0.87], [-4.28, -0.97, 1.95], [3.82, 3.01, -0.05], [4.77, 1.09, -3.04], [2.57, 0.44, 3.38], [5.97, -1.26, -1.53]],
  "lowdin_charge": [-0.1580, 0.0645, -0.3163, 0.0604, 0.1258, 0.0684, 0.1783, -0.1340, -0.0376, 0.0834, 0.1054, 0.1517, 0.1302, 0.1577, 0.1796, 0.1316, -0.1756, 0.1168, -0.1331, -0.2276, -0.0820, 0.1606, -0.2613, -0.0841, 0.0051, 0.1240, -0.0580, 0.1431, 0.1376, -0.3084, 0.0973, 0.0891, 0.0682, 0.0718, 0.1024, -0.3668, -0.1585, 0.5352, 0.1359, 0.0731, 0.0267, 0.1143, -0.1639, -1.0104, 0.0435, 0.1133, -0.1161, 0.4933, -0.3892, 0.0242, 0.1449, -0.2341, -0.1895, 0.1000, 0.0789, 0.0976, 0.1874, 0.1383, 0.0975, -0.2530, 0.1052, 0.1384, -0.1070, 0.1369, 0.1313, 0.8942, 0.1181, -0.4012, -0.0899, -0.7657, 0.1238, 0.1504, 0.1226, 0.1195, 0.1447, 0.0792],
  "multiplicity": 1,
  "charge": 1,
  "energy_ev": -87431.6412
}



# 3
{
  "formula": "C4H12",
  "method": "wB97M-V/def2-TZVPD",
  "species": ["C", "C", "H", "H", "H", "H", "H", "H", "H", "H", "H", "H", "H", "C", "H", "C"],
  "coordinates": [[2.56, 0.03, 1.14], [2.24, -0.52, -0.22], [-2.89, -0.29, 1.04], [-1.24, -0.01, 0.44], [-2.46, -0.84, -1.56], [-1.84, 0.67, -1.84], [1.74, -0.15, 1.88], [2.95, -0.94, -0.87], [-3.59, 0.51, -1.36], [3.47, -0.48, 1.52], [1.83, 0.46, -0.71], [-2.10, 1.25, 0.56], [1.34, -1.14, -0.14], [-2.68, 0.19, -1.21], [2.98, 0.96, 1.04], [-2.30, 0.30, 0.27]],
  "lowdin_spin": [0.2868, 0.2847, 0.0003, 0.0001, 0.0010, 0.0006, 0.0019, 0.0250, 0.0001, 0.1408, 0.1835, 0.0008, 0.0114, 0.0021, 0.0592, 0.0017],
  "multiplicity": 2,
  "relative_energy_kj_mol": 164.8,
  "charge": 1,
  "energy_ev": -4329.5236
}



# 4
{
  "formula": "C3H8N2",
  "method": "wB97M-V/def2-TZVPD",
  "species": ["C", "H", "H", "H", "H", "H", "H", "N", "C", "H", "C", "N", "H"],
  "coordinates": [[-2.46, 1.00, 0.60], [4.36, -0.15, -0.98], [-2.48, 1.15, 1.64], [-3.27, -1.19, -0.50], [-3.53, 0.70, 0.32], [-1.40, -1.77, -0.99], [-2.19, 2.02, 0.08], [-1.61, -0.16, 0.28], [-2.14, -1.01, -0.57], [1.79, 0.01, 0.42], [2.73, 0.31, -0.12], [3.84, -0.36, -0.06], [2.39, 1.06, -0.94]],
  "lowdin_charge": [-0.1785, 0.0523, 0.0379, 0.0830, 0.0684, 0.0765, 0.1129, -0.1173, -0.0725, 0.0507, -0.1688, -0.0179, 0.0733],
  "multiplicity": 1,
  "relative_energy_kj_mol": 392.9,
  "energy_ev": -6217.7748,
  "smiles": "C=NC.C=N"
}



# 5
{
  "formula": "C5H5ClO",
  "method": "wB97M-V/def2-TZVPD",
  "species": ["Cl", "H", "H", "O", "H", "C", "H", "H", "C", "C", "C", "C"],
  "coordinates": [[2.65, -1.64, -0.17], [0.41, 2.12, -1.13], [-1.15, -0.76, 0.75], [3.37, 1.75, 0.05], [-1.35, 0.28, -0.70], [1.87, -0.21, 0.64], [2.02, -0.27, 1.65], [-0.59, -1.34, -0.77], [0.97, 1.37, -0.52], [-0.78, -0.39, -0.23], [0.54, 0.20, -0.03], [2.32, 1.20, 0.05]],
  "lowdin_charge": [0.5841, 0.1373, 0.1093, 0.1172, 0.0351, -0.4858, 0.0665, 0.1069, 0.0532, -0.0203, -0.2831, -0.4203],
  "multiplicity": 1,
  "relative_energy_kj_mol": 81.7,
  "energy_ev": -19834.1664
}



# 6
{
  "formula": "C2H5ClN3O",
  "method": "wB97M-V/def2-TZVPD",
  "species": ["H", "H", "N", "C", "H", "C", "O", "Cl", "N", "N", "H", "H"],
  "coordinates": [[-0.49, 1.73, 1.29], [-0.95, -1.19, 0.67], [-0.40, 1.03, 0.56], [0.07, -0.98, 0.38], [0.92, -1.72, 2.07], [-0.64, 1.27, -0.66], [0.36, -0.77, -0.90], [-1.17, 2.72, -1.40], [1.06, -1.36, 1.14], [-0.49, 0.20, -1.49], [-0.28, 0.30, -2.48], [2.01, -1.22, 0.81]],
  "lowdin_charge": [0.1181, 0.1732, 0.1409, -0.2091, 0.1512, -0.8205, 0.0277, 0.8150, 0.2231, 0.0614, 0.1652, 0.1537],
  "multiplicity": 1,
  "relative_energy_kj_mol": 14.0,
  "charge": 1,
  "energy_ev": -21186.5329,
  "smiles": "[H]/N=C(\\Cl)NOC=[NH2+]"
}